Record 1
Below is a cluster of 3 separate species, C2H12NO2 in total, with properties calculated with ωB97M-V/def2-TZVPD.

Summary:
2S+1 = 1
E = -288.334862 Ha
charge = +1
molecular weight = 82.1 g/mol
HOMO-LUMO gap = 12.7 eV

Geometry (Å):
C 0.409 -1.260 1.373
H -0.482 1.196 -0.338
H 1.819 -0.502 -0.315
C 0.950 -0.198 0.457
H 0.749 -1.194 2.305
H 0.994 0.862 0.830
H 0.622 -2.276 1.163
H -0.350 0.033 -1.513
N -0.369 0.144 -0.525
H -0.717 -1.344 1.200
H -0.764 2.576 2.085
O -0.754 2.833 1.116
H -0.965 -0.552 -0.153
H -0.756 3.805 1.176
H 0.596 -1.639 -2.986
O -0.113 -1.112 -2.631
H -0.871 -1.373 -3.243

Atomic partial charges in e from the Löwdin method, atoms 1 to 8:
1 C -0.07
2 H 0.15
3 H 0.17
4 C -0.08
5 H 0.04
6 H 0.11
7 H 0.08
8 H 0.04

Record 2
Below is the molecule C4H6Si, with properties calculated with ωB97M-V/def2-TZVPD.

Summary:
2S+1 = 1
E = -445.376342 Ha
SMILES = C#C[SiH2]C=C
charge = 0
molecular weight = 82.2 g/mol
HOMO-LUMO gap = 11.2 eV

Geometry (Å):
C -0.761 -1.214 -1.243
C 0.222 -0.231 2.690
Si 0.355 1.183 -0.122
H 0.379 -0.625 3.579
H 0.137 -0.036 -2.630
H -0.418 2.477 -0.156
H 1.740 1.599 -0.054
C 0.315 0.251 1.582
H -0.680 -2.068 -1.807
C -0.153 -0.097 -1.596
H -1.135 -1.240 -0.243

Atomic partial charges in e from the Löwdin method, atoms 1 to 8:
1 C -0.09
2 C 0.03
3 Si 0.66
4 H -0.03
5 H 0.03
6 H -0.06
7 H -0.07
8 C -0.25

Record 3
Below is a structure of composition C49H43Cl4N8O5RbS, with properties calculated with ωB97M-V/def2-TZVPD.

Summary:
2S+1 = 1
E = -4970.503896 Ha
charge = -2
molecular weight = 1083.3 g/mol
HOMO-LUMO gap = 5.2 eV

Geometry (Å):
N -1.704 3.909 -0.638
C -2.946 -2.750 3.466
H 5.563 -5.463 -1.875
H -4.108 -0.904 0.748
O -0.945 -1.016 1.706
C -3.131 5.996 2.718
C -3.745 0.430 -1.578
O 0.673 4.658 3.523
C -3.786 6.109 1.505
C -2.183 0.787 3.230
C 3.076 -3.607 -0.473
H 10.284 -3.748 -2.573
H -0.526 1.475 -6.051
H -4.274 -0.568 2.471
H 1.351 -6.239 -1.782
N -2.297 -0.992 -2.535
N -0.528 3.486 1.897
H 0.750 -4.096 -3.809
C -2.004 5.203 2.819
H -3.505 1.914 5.403
H 1.022 -4.137 -0.510
Cl 7.450 -4.518 1.257
C 0.527 -3.058 -3.600
C -3.246 2.599 4.590
C 1.752 2.314 4.443
C -0.750 -2.667 -3.228
C 3.144 -1.043 -0.399
O 4.362 -0.750 -0.525
N -0.168 3.176 -3.170
C -2.452 3.197 -3.874
O -2.109 5.627 -2.180
C 1.185 2.394 3.170
H -4.265 -3.046 1.781
H 1.956 -0.502 1.923
H -5.220 2.914 0.172
C -3.876 1.614 -0.866
C 1.193 -0.781 -3.369
H -7.205 1.479 -0.253
H -1.990 -2.273 3.679
S -2.074 -0.034 1.630
H 8.473 -2.693 -3.909
Rb 0.151 1.373 -0.447
N -0.025 -0.395 -3.010
H -3.759 5.583 -0.559
H -1.490 5.141 3.765
H 2.539 -2.362 -3.920
H 2.835 1.065 5.812
H 9.799 -4.544 -0.268
C 2.019 -4.435 -0.816
C 1.915 0.283 2.666
H -2.923 2.132 -5.676
C -6.231 1.188 -0.627
N 1.279 1.392 2.295
C 4.561 -5.170 -1.581
C 8.286 -3.054 -2.907
H 1.953 -0.010 -3.395
C 2.400 1.154 4.822
H -6.960 -0.612 -1.550
H -3.957 3.426 4.592
Cl -5.227 7.087 1.327
C 6.710 -3.347 -1.067
C -2.146 4.632 0.473
N 5.444 -3.174 -0.489
H 3.475 -2.404 1.238
Cl 5.792 -2.155 -3.315
C -0.823 2.070 -5.196
C -1.508 4.464 1.734
H -3.461 3.537 -3.678
C -6.093 0.009 -1.358
C 7.020 -2.915 -2.363
H 2.980 -0.823 4.161
C -4.853 -0.375 -1.837
H -1.193 1.230 3.349
H -3.020 2.596 2.453
H 1.158 2.184 -4.384
C 9.028 -4.085 -0.872
C -2.146 2.434 -4.982
C 0.393 3.654 2.833
C 4.377 -3.980 -0.873
C 0.116 2.465 -4.261
O 2.169 -0.402 -0.835
H -3.003 2.244 -0.697
H 1.792 -2.350 0.667
N -2.409 0.104 -1.975
C -3.625 -1.020 1.719
H -2.834 -3.821 3.650
C -1.778 4.475 -1.831
C 2.835 -2.368 0.350
Cl -3.708 6.829 4.147
H 3.653 -6.895 -2.462
H -1.572 -3.364 -3.148
H -4.235 1.468 3.043
C -3.280 5.449 0.400
C 1.520 -2.098 -3.670
C 7.754 -3.936 -0.348
C 2.200 -5.615 -1.532
C 9.291 -3.641 -2.156
C -3.356 -2.487 2.022
C -3.242 1.880 3.246
H -2.570 -2.846 1.355
H -2.260 3.018 4.797
C -5.126 1.990 -0.387
C 3.482 -5.978 -1.910
C 2.484 0.107 3.916
C -1.434 3.554 -2.987
H -4.725 -1.292 -2.397
H 1.661 3.175 5.091
H 5.173 -2.167 -0.326
H -2.341 0.026 4.000
C -0.960 -1.329 -2.929
H -3.694 -2.364 4.164

Atomic partial charges in e from the Löwdin method, atoms 1 to 8:
1 N 0.05
2 C -0.12
3 H 0.11
4 H 0.06
5 O -0.54
6 C -0.70
7 C -0.27
8 O -0.04

Record 4
Below is a cluster of 9 separate species, C39H86N11O11 in total, with properties calculated with ωB97M-V/def2-TZVPD.

Summary:
2S+1 = 1
E = -2967.311925 Ha
charge = +1
molecular weight = 885.2 g/mol
HOMO-LUMO gap = 7.6 eV

Geometry (Å):
C 2.052 -4.832 2.019
H 6.095 -4.809 -0.215
H -0.832 -13.446 7.685
H -4.943 -8.158 6.248
H 2.141 8.306 0.641
O -1.945 9.836 -4.805
H 3.106 -3.094 -0.968
H -3.319 10.661 -2.862
H 7.512 -6.552 -1.230
C 2.109 -1.122 -1.277
H -4.803 10.467 -3.803
H 0.239 8.306 -2.310
O -2.353 5.047 -2.844
N -1.372 7.009 -2.381
H -5.247 11.726 -5.734
H 0.625 8.493 1.535
H -3.382 -9.858 6.674
H 8.206 -3.511 -7.707
H 8.498 -5.225 -0.574
N 8.545 -0.851 -7.041
H -6.810 8.677 0.900
H 2.302 -1.180 -2.408
H -5.292 10.700 -7.187
H -0.065 -1.030 -0.500
C 8.308 -0.671 -8.458
H -4.293 -3.837 3.145
H -2.112 -14.525 8.325
O -3.474 -12.618 6.305
H -0.648 -15.357 4.848
N -6.628 9.944 -0.783
H -2.575 -5.399 2.556
H -2.251 -12.769 8.500
C -2.414 -8.481 5.351
C -1.324 2.501 -1.632
N 1.159 -5.824 2.681
H -0.016 -4.163 0.683
C 6.567 -3.630 -3.305
H -4.493 8.994 0.694
H 8.995 -0.104 -6.531
H 6.604 -2.792 -7.347
C 8.238 -1.925 -6.267
H 7.578 -3.233 -3.200
C -0.794 8.307 -2.668
H 0.933 0.494 -0.150
H -1.202 3.552 -1.191
H -1.919 -16.428 5.483
H -1.500 0.291 -3.489
H -3.909 12.019 -3.828
H 2.200 -5.194 0.930
H -0.319 -2.545 1.228
C 2.147 -2.588 -0.577
O -1.259 -8.423 4.938
C -3.001 10.442 -4.957
H -3.319 -2.321 2.844
H -4.403 12.240 -7.213
N -2.335 -14.403 5.574
H -4.450 -6.617 6.988
H -1.891 2.532 -2.632
H 7.821 -1.533 -8.907
H -5.287 10.318 1.605
C 5.953 -3.845 -1.950
H -1.404 6.699 -1.421
H 2.106 -1.247 1.273
H 7.382 -3.876 -6.183
O -3.366 -1.202 5.115
C -3.816 10.932 -3.791
C -5.410 10.497 -0.526
H 3.105 -4.767 2.462
C -4.472 -7.195 6.062
C 1.463 -3.348 1.924
H -7.048 10.280 -1.638
O 1.133 2.460 -1.812
H -3.738 10.593 0.792
O -2.922 -3.449 4.675
C -1.899 6.113 -3.255
H -2.422 -10.612 5.395
C -4.691 10.068 0.725
H 2.101 11.880 -0.285
H -2.538 -4.048 1.270
C -3.101 -9.792 5.621
H -0.633 -2.954 5.911
C 1.297 10.274 0.576
C 3.771 10.741 0.362
H 6.585 -4.571 -3.861
C -7.353 8.969 0.003
H -3.984 -9.889 4.987
C -0.724 -4.014 2.692
H 2.983 -0.530 -0.814
H 8.185 -5.319 -2.322
H -1.362 9.061 -2.120
C 2.317 -2.350 1.004
N -3.113 -7.334 5.580
C -3.242 -3.380 3.261
C -1.383 -15.491 5.645
H -1.182 -1.379 6.844
H 7.679 0.212 -8.591
C -1.115 -1.918 5.844
N 0.020 -3.496 1.467
C 7.563 -3.099 -6.925
H -2.867 10.332 -6.941
C -2.265 -4.317 2.359
H 9.269 -0.501 -8.948
H -2.863 -14.283 4.721
H -2.490 7.379 -4.877
H -0.849 -1.382 -2.897
H -1.765 -0.242 -1.701
H -0.872 -15.528 6.605
H -0.879 6.619 -5.068
C -2.571 -2.164 5.183
H -1.934 1.869 -0.881
C -4.678 11.383 -6.595
N 0.251 0.341 -2.200
H 2.116 9.163 2.215
C 7.763 -5.495 -1.335
H 3.426 -2.507 1.260
N -3.467 10.690 -6.211
H 3.940 9.798 0.878
C -2.634 -13.482 6.529
H 4.241 10.704 -0.624
C 0.048 -5.206 3.446
C -1.902 6.473 -4.715
O 4.931 -3.261 -1.595
O 0.160 10.664 0.346
H 0.845 -6.567 2.049
N 2.363 11.025 0.185
H 1.460 -2.900 2.975
C 0.074 1.775 -1.889
H -8.315 9.402 0.286
O 8.510 -1.916 -5.072
O -4.934 11.315 -1.301
H 5.971 -2.910 -3.864
C 0.742 -0.329 -0.935
H -0.501 -1.330 5.068
H -2.353 5.661 -5.287
N 6.564 -4.717 -1.105
H -0.810 8.541 -3.726
C -1.056 -0.288 -2.611
H -7.527 8.088 -0.618
H 4.216 11.555 0.939
H -5.048 -6.648 5.313
C 1.570 8.976 1.288
H 0.349 -4.871 4.508
H -0.733 -6.037 3.615
H -0.729 -3.122 3.424
C -1.906 -13.567 7.843
H 1.199 -3.181 -0.809
H -2.588 -6.495 5.377

Atomic partial charges in e from the Löwdin method, atoms 1 to 8:
1 C -0.15
2 H 0.14
3 H 0.09
4 H 0.08
5 H 0.08
6 O 0.00
7 H 0.08
8 H 0.07